Entry 1:
94
Properties=species:S:1:pos:R:3:mulliken_charge:R:1 method="wB97M-V/def2-TZVPD" smiles=COCCNCCOC.COCCNCCOC.OCCO.CCO.CCO.CCO.CCO mol_weight_g_mol=512.73 homo_ev=-8.58 de_lowest_kcal_mol=85.1 e_tot_ev=-47230.8224
C 23.029 -9.732 16.088 -0.622
H 27.863 -0.551 15.400 0.398
H 21.668 -8.476 16.894 0.314
C 25.853 -11.009 17.631 -0.080
N 28.421 -3.152 16.454 -0.419
H 25.433 -10.027 17.319 -0.267
H 20.624 -14.891 15.313 0.435
O 26.005 -0.740 15.041 -0.260
O 23.125 -9.622 21.267 -0.473
H 27.561 -2.903 14.580 0.309
H 17.850 -13.186 16.919 0.467
C 27.359 -2.644 15.596 -0.424
H 22.362 -13.973 16.842 0.034
C 20.771 -13.857 15.427 -0.797
O 26.816 -12.432 13.825 -0.532
H 22.673 -15.065 19.735 0.231
C 28.855 -4.493 15.918 -0.423
O 22.838 -12.548 20.952 -0.574
H 28.073 -3.360 17.405 0.297
C 18.481 -13.801 16.313 -0.712
C 24.239 -7.694 20.757 -0.797
C 22.160 -13.440 15.895 0.212
O 20.647 -14.893 19.302 -0.462
H 24.819 -6.852 21.131 0.389
C 16.121 -15.266 17.432 -0.900
H 24.476 -12.291 15.646 -0.080
H 18.205 -13.735 15.360 0.385
H 27.713 -11.639 15.395 0.317
H 18.658 -15.273 17.772 0.513
H 26.554 -1.442 13.109 0.332
H 23.903 -8.248 22.654 0.292
H 25.135 -13.201 19.794 0.342
H 24.524 -10.985 19.379 -0.583
O 17.116 -15.882 16.676 -0.461
H 26.137 -10.002 13.253 0.476
H 16.346 -15.314 18.434 0.370
H 26.214 -11.649 16.821 -0.153
H 22.030 -12.387 16.121 0.022
O 25.573 -12.912 18.955 -0.660
H 21.566 -14.800 21.195 0.275
C 18.347 -15.259 16.800 -0.649
H 25.141 -13.693 14.906 0.111
H 22.469 -7.804 15.550 0.400
C 27.474 -11.324 14.375 -0.329
H 27.031 0.096 13.413 0.392
H 20.939 -12.579 20.325 0.446
H 23.640 -7.042 17.474 0.228
H 26.528 -3.221 15.895 0.303
H 24.774 -8.038 19.826 -0.013
C 21.752 -14.509 20.052 -0.843
H 26.920 -5.230 16.084 0.292
H 22.697 -10.480 16.797 -0.047
H 18.952 -15.782 16.209 0.423
H 25.643 -10.382 14.765 -0.570
H 23.258 -7.369 20.368 0.270
N 19.877 -13.434 16.515 -0.179
H 15.318 -15.919 17.326 0.337
C 27.848 -5.520 16.540 -0.529
O 23.538 -7.983 17.464 -0.341
H 28.428 -11.119 13.828 0.394
H 20.604 -13.436 14.443 0.388
H 27.597 -5.416 17.593 0.455
H 29.872 -4.812 16.215 0.302
H 24.085 -11.986 18.083 -0.783
H 26.731 -0.905 16.677 0.244
H 22.403 -9.968 15.322 0.787
H 28.864 -4.501 14.799 0.220
C 24.949 -11.639 18.582 1.774
H 26.894 -10.950 18.031 0.479
H 27.410 -8.650 16.640 0.199
H 22.828 -11.600 20.920 0.303
H 26.265 -7.475 17.083 0.427
O 23.047 -13.708 15.079 -0.498
H 25.181 -9.166 21.756 0.208
H 19.821 -14.604 19.747 0.315
C 27.292 -7.652 17.015 -0.867
H 20.111 -14.109 17.270 0.023
H 22.312 -9.138 21.083 0.256
C 24.306 -13.371 15.579 -0.199
C 26.255 -0.550 13.644 -0.831
H 15.868 -14.288 17.134 0.322
C 26.942 -1.130 15.661 -0.652
H 27.410 -13.131 13.981 0.293
H 22.099 -12.657 18.942 -0.115
H 26.962 -9.348 14.681 0.145
H 25.294 -0.141 13.231 0.242
C 26.502 -10.221 14.240 -0.075
C 21.888 -13.023 19.950 0.402
O 28.006 -6.804 16.166 -0.453
C 24.118 -8.753 21.651 -0.239
C 22.655 -8.368 16.463 -0.799
H 24.373 -13.967 16.501 0.386
H 23.970 -9.838 15.613 0.064
H 27.632 -7.533 18.052 0.447



Entry 2:
22
Properties=species:S:1:pos:R:3:mulliken_charge:R:1 method="wB97M-V/def2-TZVPD" mol_weight_g_mol=290.93 homo_ev=-7.32 de_lowest_kcal_mol=120.7 e_tot_ev=-22834.4170
H 1.988 1.860 3.062 0.292
O 1.578 0.429 0.352 -0.224
C -1.312 0.267 -1.034 -0.132
H -2.807 -2.080 -0.440 0.232
H -2.045 -1.600 -3.365 0.268
O -2.646 -0.058 -0.939 -0.333
C 2.564 1.471 0.971 -0.560
Li -0.660 2.058 0.002 0.937
C 0.436 0.397 1.274 0.852
Ag 1.286 -1.132 -1.137 0.598
O -0.342 -0.279 0.143 -0.433
O -0.396 1.271 1.718 -0.881
C 2.318 1.019 2.435 -0.366
O 1.286 0.041 2.346 -0.499
H -3.858 -1.501 -1.764 0.285
O -0.822 -0.579 -2.056 -0.375
H 3.479 1.068 0.505 0.245
H -1.245 -2.641 -2.163 0.162
H 2.590 2.568 0.880 0.273
C -1.730 -1.667 -2.316 -0.251
H 3.198 0.509 2.845 0.251
C -2.860 -1.423 -1.318 -0.342



Entry 3:
14
Properties=species:S:1:pos:R:3:mulliken_charge:R:1 method="wB97M-V/def2-TZVPD" smiles="C=C/C(=C/Cl)OC" mol_weight_g_mol=118.56 homo_ev=-8.59 de_lowest_kcal_mol=48.3 e_tot_ev=-19865.8562
C -0.020 -0.858 -1.646 -0.643
C -0.692 0.049 -0.922 -0.388
H -1.328 2.445 -0.244 0.396
H -1.702 0.428 -1.117 0.240
Cl 0.172 3.175 1.597 -0.215
C -0.592 2.038 0.362 -0.380
H -0.182 -1.608 0.763 0.400
H 1.549 -1.610 0.454 0.216
C 0.796 -1.186 1.166 -0.720
C -0.168 0.795 0.263 0.783
O 0.641 0.235 1.203 -0.414
H -0.588 -1.225 -2.505 0.258
H 1.052 -1.436 2.227 0.247
H 1.064 -1.243 -1.603 0.220



Entry 4:
52
Properties=species:S:1:pos:R:3:mulliken_charge:R:1 method="wB97M-V/def2-TZVPD" smiles="CCCCn1cc([C@]2(C)COCCN2C(=O)[C@@H]2ON=C(C)[C@H]2C)nn1" mol_weight_g_mol=349.43 homo_ev=-9.14 de_lowest_kcal_mol=80.7 e_tot_ev=-31658.3441
H 1.661 -0.690 -2.705 0.435
C 1.711 1.710 -1.400 -2.215
C -4.582 -1.470 3.906 -1.280
C -3.007 -1.327 1.932 -0.260
H 2.910 1.918 6.819 0.317
N -0.743 0.293 -1.292 -0.163
C 2.121 1.017 1.485 0.453
H -3.378 -0.329 1.683 0.327
C 1.707 0.297 -0.806 2.010
C 0.299 -0.183 -0.568 -0.416
H 3.632 3.486 3.154 0.386
H -3.763 -1.351 4.617 0.322
C -0.175 -1.177 0.249 -0.150
H -5.362 -2.058 4.390 0.377
H 1.030 2.372 -0.881 0.424
H 4.470 2.482 4.347 0.378
H 1.191 2.112 6.498 0.307
H 0.285 -1.810 0.987 0.396
N -1.496 -1.223 -0.014 0.799
H 2.722 2.116 -1.350 0.453
C 3.166 -1.073 0.757 -0.421
H 3.900 0.736 2.713 0.373
N 2.494 0.200 0.452 0.148
O 2.767 -1.852 -1.470 -0.406
H 1.501 2.300 3.607 0.498
H 4.132 -2.700 -0.235 0.384
C 2.375 -0.569 -1.893 -1.210
H 4.589 -1.102 -0.868 0.362
N -1.826 -0.331 -0.945 -1.108
N 2.141 -0.302 4.763 -0.871
C -4.097 -2.134 2.624 -0.348
C 2.810 0.790 2.836 -0.155
H -2.158 -1.190 2.609 0.287
H 1.405 1.653 -2.445 0.431
O 2.347 -0.462 3.381 -0.189
H -2.118 -2.989 0.864 0.338
H 2.469 -1.779 1.213 0.124
H 3.211 3.614 4.857 0.447
H -4.938 -2.269 1.937 0.310
H -4.989 -0.478 3.700 0.331
H 3.960 -0.899 1.481 0.545
C 2.453 1.834 3.879 0.447
C 3.505 2.915 4.074 -1.708
C 2.019 1.402 6.456 -1.261
H -3.342 -2.111 -0.059 0.320
C 3.758 -1.706 -0.478 -0.770
O 1.291 1.898 1.374 -0.646
H 3.255 -0.030 -2.272 0.508
H -3.720 -3.137 2.849 0.317
C -2.526 -1.999 0.654 -1.053
H 1.805 0.561 7.111 0.375
C 2.220 0.930 5.059 0.698



Entry 5:
17
Properties=species:S:1:pos:R:3:mulliken_charge:R:1 method="wB97M-V/def2-TZVPD" smiles=CC1CN(C)C1 mol_weight_g_mol=85.15 homo_ev=-8.60 de_lowest_kcal_mol=31.6 e_tot_ev=-6852.1602
H 0.303 -1.959 -0.208 0.309
C -0.065 1.037 0.242 -0.626
H -0.563 1.446 1.157 0.286
C -0.027 -1.032 0.340 -0.700
H -2.600 0.919 -0.709 0.281
H -2.520 -0.004 0.765 0.388
C 2.108 -0.053 -0.560 -1.424
N -0.800 -0.067 -0.421 -0.118
H 2.619 0.910 -0.679 0.353
H 1.590 -0.275 -1.526 0.329
H -0.523 -1.334 1.287 0.312
H 2.822 -0.835 -0.302 0.337
H 0.054 1.889 -0.471 0.297
H -2.706 -0.905 -0.727 0.303
C -2.192 -0.050 -0.290 -1.014
H 1.465 0.233 1.559 0.391
C 1.035 0.078 0.544 0.297



Entry 6:
8
Properties=species:S:1:pos:R:3:mulliken_charge:R:1 method="wB97M-V/def2-TZVPD" smiles="N=C=O.N" mol_weight_g_mol=60.06 homo_ev=-9.88 de_lowest_kcal_mol=27.0 e_tot_ev=-6129.3374
H 1.082 -3.362 0.147 0.293
N -0.585 1.055 0.196 -0.624
H 0.341 1.030 0.513 0.213
H -0.969 1.962 0.080 0.210
H -0.553 0.556 -0.722 0.195
N 0.355 -2.752 -0.303 -0.405
O 0.032 -1.837 -2.403 -0.385
C 0.328 -2.251 -1.373 0.504



Entry 7:
23
Properties=species:S:1:pos:R:3:mulliken_charge:R:1 method="wB97M-V/def2-TZVPD" total_charge=+1 mol_weight_g_mol=159.21 homo_ev=-13.50 de_lowest_kcal_mol=89.9 e_tot_ev=-13518.2205
H 0.535 0.301 -4.457 0.326
C -0.479 -1.006 0.017 0.474
C 1.212 0.443 -3.558 -1.319
N -1.041 -0.731 2.738 -0.333
C -0.622 -1.769 -1.114 -0.620
H -1.615 -2.613 2.001 0.374
H 2.082 -0.128 -3.701 0.386
C 0.210 0.875 1.352 -0.462
H -0.218 -1.936 -3.159 0.289
C 0.599 -0.041 -2.294 0.500
C -0.361 0.443 2.487 0.394
H 0.113 2.260 3.728 0.373
H 1.669 1.455 -3.382 0.351
N 0.109 0.172 0.045 0.029
H -1.036 -2.833 -1.202 0.314
C -0.403 1.301 3.700 -1.241
H 0.652 1.757 1.158 0.503
H 0.805 1.787 -1.268 0.287
H -1.481 1.693 3.726 0.288
H -0.055 0.747 4.603 0.337
C 0.508 0.724 -1.093 -0.025
C 0.058 -1.335 -2.209 -0.237
C -1.243 -1.566 1.881 0.012